9
Properties=species:S:1:pos:R:3:forces:R:3 method="wB97M-V/def2-TZVPD" e_tot_ev=-4670.8674 lumo_ev=5.1 total_charge=-1 homo_lumo_gap_ev=6.548 relative_energy_kcal_mol=11.5
O 1.83247 -1.28701 0.98492 -0.053 -0.061 -0.037
H 1.83947 -1.64796 0.08070 -0.245 0.366 0.638
C -0.78040 0.61870 -0.68853 0.172 2.101 -0.088
N -0.63088 -0.12791 0.49926 0.172 -0.783 0.688
H 0.02318 1.41148 -0.91357 0.123 -0.828 -0.128
H -1.63557 1.36564 -0.72199 -0.219 -0.789 -0.028
H -0.86749 -0.01855 -1.57722 0.025 0.034 -0.016
H 0.91888 -0.80319 1.03335 0.222 -0.327 -1.015
H -0.69965 0.48880 1.30308 -0.196 0.288 -0.014